No. 1
{
  "formula": "C5H2IN",
  "method": "ωB97M-V/def2-TZVPD",
  "smiles": "C#CC#N.C#CI",
  "charge": 0,
  "elements": ["C", "C", "C", "N", "H", "C", "C", "I", "H"],
  "positions_angstrom": [[-0.491154, -0.308440, 1.503509], [-0.950658, -1.046447, 0.684506], [-1.439198, -1.993323, -0.148316], [-1.716024, -2.807262, -0.912417], [0.260903, 0.307987, 1.901686], [0.502509, 1.944420, -1.026465], [1.442626, 1.299033, -0.770574], [2.898324, 0.203539, 0.058115], [-0.507331, 2.400497, -1.290042]],
  "atomic_forces_ev_per_a": [[0.6, 0.1, -0.6], [-0.2, 0.3, 0.8], [-0.2, -0.9, -1.1], [-0.3, -0.1, 0.0], [0.0, 0.6, 0.8], [-5.3, 2.7, -1.6], [3.1, -2.0, 1.3], [0.0, 0.2, -0.3], [2.3, -0.7, 0.5]],
  "nbo_charge": [-0.079, -0.141, 0.205, -0.233, 0.243, -0.242, -0.305, 0.289, 0.263]
}

No. 2
{
  "formula": "C5H2O2S",
  "method": "ωB97M-V/def2-TZVPD",
  "smiles": "C#CC(=O)C(=O)C=S",
  "charge": 0,
  "elements": ["C", "C", "C", "O", "C", "O", "C", "S", "H", "H"],
  "positions_angstrom": [[1.635083, 2.535367, -0.451053], [0.849032, 1.585473, -0.178655], [-0.198864, 0.561221, 0.054915], [-0.948960, 0.889283, 1.033092], [-0.079001, -0.986118, -0.160086], [0.977612, -1.613955, -0.132836], [-1.180199, -1.767156, 0.056985], [-2.759424, -1.728776, -0.506352], [2.540690, 3.238331, -0.420935], [-0.835968, -2.713669, 0.704925]],
  "atomic_forces_ev_per_a": [[-1.1, -3.0, 1.7], [2.5, 2.8, -2.4], [-0.3, 2.1, 4.7], [1.6, -1.7, -3.7], [4.3, 1.8, 0.0], [-0.5, 2.0, -0.7], [-6.1, -5.1, 1.4], [2.9, 0.4, 0.7], [-2.2, -1.3, -0.3], [-1.0, 2.1, -1.4]],
  "nbo_charge": [-0.140, -0.117, 0.402, -0.437, 0.386, -0.430, -0.347, 0.163, 0.273, 0.246]
}

No. 3
{
  "formula": "C5H2S",
  "method": "ωB97M-V/def2-TZVPD",
  "smiles": "C#CC#CC=S",
  "charge": 0,
  "elements": ["C", "C", "C", "C", "C", "S", "H", "H"],
  "positions_angstrom": [[2.844782, -0.658942, 0.102234], [1.668623, -0.415056, -0.011813], [0.313567, -0.094536, -0.133223], [-0.836097, 0.279650, -0.226184], [-2.249358, 0.481004, 0.030433], [-3.350461, -0.755798, -0.019954], [4.098786, -0.389324, -0.187371], [-2.489840, 1.553002, 0.445879]],
  "atomic_forces_ev_per_a": [[4.7, 1.6, -1.7], [-1.1, 0.2, -0.1], [0.7, 0.0, 0.1], [-0.8, -0.5, 0.6], [-0.2, 0.6, 0.8], [1.1, 1.6, -0.1], [-4.7, -1.4, 1.4], [0.2, -2.1, -1.0]],
  "nbo_charge": [-0.155, -0.132, 0.010, -0.015, -0.348, 0.107, 0.298, 0.235]
}

No. 4
{
  "formula": "C5H2S5",
  "method": "ωB97M-V/def2-TZVPD",
  "charge": 0,
  "elements": ["C", "C", "C", "C", "C", "S", "S", "S", "S", "S", "H", "H"],
  "positions_angstrom": [[1.079789, 2.514751, -0.920186], [0.320629, 1.021598, -0.666938], [0.251140, -0.392680, -0.483747], [0.233650, -0.940881, 0.745960], [-0.218205, -2.344516, 0.466335], [-0.501740, 3.448053, -1.207185], [-1.366881, 1.590113, -1.021441], [1.182146, 2.034396, 0.845480], [0.004835, -1.968411, -1.370951], [0.175489, 0.342948, 2.089037], [0.148785, -3.209580, 0.926704], [-1.309637, -2.095790, 0.596931]],
  "atomic_forces_ev_per_a": [[-3.1, -2.7, 0.6], [-1.2, 4.0, -2.0], [1.9, -1.9, 0.6], [0.4, 2.7, 0.9], [-2.2, 2.9, -1.0], [0.8, -0.7, -0.5], [1.1, 0.3, 0.1], [0.9, -1.5, 1.2], [0.1, 0.5, 0.6], [0.1, -1.0, -1.2], [0.6, -1.1, 0.5], [0.7, -1.5, 0.1]],
  "nbo_charge": [-0.292, -0.222, -0.316, -0.096, -0.507, 0.144, 0.244, 0.260, 0.254, 0.036, 0.243, 0.251]
}

Listing energy relative to the best compared isomer or geometry (same formula, charge and spin) for the structures above in their given order: 11.9 27.9 29.6 21.3 kcal per mole.
Listing LUMO level for the structures above in their given order: 0.143 -2.172 -1.459 -1.839 eV.
Listing Kohn-Sham gap for the structures above in their given order: 10.06 7.47 7.74 6.45 eV.